(1)
# C50H80N3O4S

A cluster of 5 separate species, C50H80N3O4S in total at a distorted geometry (ωB97M-V with the def2-TZVPD basis set, the OMol25 dataset).

Geometry as ORCA input:
```
! RIJCOSX wB97M-V def2-TZVPD def2/J DEFGRID3
* xyz 1 1
C 5.91723 -2.89585 0.88027
C 4.92284 -3.34338 -0.20194
C 4.59855 -2.24077 -1.19006
C 3.63634 -1.20355 -0.62028
C 3.46652 0.01105 -1.55989
C 3.64771 1.37929 -0.86948
C 2.24752 2.00419 -0.63836
C 1.84670 3.04142 -1.72649
C 0.68090 2.57589 -2.62085
C -0.67020 3.21321 -2.27144
C -1.27930 2.43707 -1.06256
C -2.24901 1.39898 -1.60016
C -2.82434 0.46332 -0.52376
C -1.91010 -0.70511 -0.03441
C -1.13581 -0.21723 1.21010
C -0.42439 -1.32436 2.01515
C -0.74980 -1.25736 3.52438
C -1.11291 -2.61057 4.15282
O -0.06661 -3.17408 4.92896
C -0.85938 -1.14392 -1.06599
C -1.43371 -1.74196 -2.33459
N -0.58450 -2.82020 -2.78570
N -2.84930 -2.29872 -2.08130
S -3.28042 -3.26150 -3.52125
C -5.07189 -3.18683 -3.59092
O -2.91655 -4.62195 -3.39769
O -2.79892 -2.61897 -4.69094
C -2.80534 -3.04347 -0.78702
C -3.98215 -3.97556 -0.49607
C -3.54630 -4.97121 0.61436
O -4.65491 -5.50534 1.27843
C -2.77432 -6.10162 -0.08294
N -1.97337 -6.87204 0.87005
C -2.81442 -1.92952 0.29101
H 6.93496 -2.93089 0.51164
H 5.86162 -3.61165 1.69478
H 5.67589 -1.90928 1.25928
H 4.03744 -3.70745 0.31469
H 5.38007 -4.18825 -0.70862
H 5.50993 -1.71611 -1.47093
H 4.14281 -2.67504 -2.07716
H 3.89698 -0.91884 0.39477
H 2.66647 -1.70415 -0.54949
H 4.14677 -0.11779 -2.39789
H 2.46178 -0.02802 -1.97405
H 4.22697 1.99616 -1.54873
H 4.22235 1.31812 0.04708
H 1.52122 1.19527 -0.60097
H 2.18084 2.51414 0.32017
H 2.71588 3.22531 -2.34557
H 1.58149 3.99735 -1.28877
H 0.94349 2.79276 -3.65340
H 0.61415 1.48800 -2.57170
H -0.48596 4.23693 -1.96804
H -1.30117 3.13949 -3.15126
H -1.79225 3.17160 -0.45076
H -0.43794 1.97440 -0.56702
H -1.80467 0.89120 -2.45102
H -3.08706 1.96540 -1.99994
H -3.79570 0.11677 -0.88716
H -3.05943 1.09156 0.32783
H -1.75385 0.41652 1.83108
H -0.35738 0.43898 0.83087
H -0.61337 -2.32214 1.63033
H 0.64672 -1.16684 1.93477
H -1.57482 -0.58036 3.71800
H 0.08960 -0.85479 4.08103
H -1.47866 -3.33212 3.41678
H -1.93080 -2.44694 4.85033
H 0.77380 -2.79285 4.64109
H -0.21081 -0.30990 -1.30763
H -0.22766 -1.87170 -0.56276
H -1.47807 -1.03380 -3.14850
H -0.44897 -2.77747 -3.79095
H 0.32815 -2.75863 -2.35437
H -3.52645 -1.52987 -2.02921
H -5.34636 -2.51473 -4.39308
H -5.45818 -4.18241 -3.75436
H -5.45758 -2.77016 -2.66398
H -1.88443 -3.59826 -0.66586
H -4.81586 -3.41458 -0.08282
H -4.28537 -4.59962 -1.33039
H -2.84032 -4.52678 1.31153
H -5.05478 -6.18122 0.71105
H -3.46874 -6.77545 -0.58192
H -2.13298 -5.70471 -0.87596
H -1.61030 -7.70414 0.41603
H -1.13822 -6.34861 1.11586
H -3.84408 -1.58557 0.33759
H -2.61261 -2.39060 1.24885
C 0.96061 -4.99113 -5.80872
C 0.21451 -4.14508 -6.61851
C 0.69087 -3.78160 -7.87058
C 1.91053 -4.27114 -8.31575
C 2.65559 -5.11898 -7.50743
C 2.18312 -5.47646 -6.25261
H 0.58791 -5.27427 -4.83098
H -0.74201 -3.76726 -6.27543
H 0.11148 -3.11801 -8.49948
H 2.28071 -3.99218 -9.29358
H 3.60566 -5.50177 -7.85652
H 2.76632 -6.13499 -5.62189
C 4.44400 5.09770 0.59284
C 5.49082 5.01423 -0.30775
C 6.10751 6.16375 -0.77918
C 5.67003 7.40674 -0.33845
C 4.61690 7.49381 0.56453
C 4.00207 6.33779 1.02651
H 3.96839 4.19250 0.95203
H 5.83459 4.04349 -0.64429
H 6.92307 6.09326 -1.48695
H 6.14866 8.30768 -0.69954
H 4.27670 8.46215 0.90796
H 3.17939 6.40699 1.72679
C -0.90063 5.78890 3.27681
C -1.41910 6.55058 4.31419
C -0.56464 7.16721 5.21857
C 0.81021 7.03018 5.07920
C 1.32717 6.26863 4.04087
C 0.47253 5.64443 3.14284
H -1.56842 5.30605 2.57361
H -2.49094 6.66209 4.41870
H -0.97018 7.75551 6.03159
H 1.47703 7.51499 5.78017
H 2.39861 6.15758 3.93120
H 0.87848 5.04537 2.33609
C -2.86046 3.89407 6.45762
C -3.71170 3.59373 7.51176
C -4.58599 2.51989 7.41451
C -4.60325 1.74101 6.26600
C -3.74922 2.03976 5.21328
C -2.88010 3.11820 5.30725
H -2.17953 4.73248 6.53090
H -3.69433 4.19735 8.40990
H -5.25382 2.28948 8.23432
H -5.28246 0.90124 6.19228
H -3.76204 1.43042 4.31728
H -2.21569 3.35598 4.48540
*
```

Summary:
DFT total energy = -2816.2816 Eh
HOMO-LUMO gap = 8.22 eV
HOMO = -0.39826 hartree

Results of the Löwdin charge analysis, in e, for atoms 1 through 4: number 1, C, carries -0.104; number 2, C, carries -0.267; number 3, C, carries -0.233; number 4, C, carries -0.213



(2)
# C3H4AlO3

A structure of composition C3H4AlO3 at a distorted geometry (ωB97M-V with the def2-TZVPD basis set, the OMol25 dataset).

Geometry as ORCA input:
```
! RIJCOSX wB97M-V def2-TZVPD def2/J DEFGRID3
* xyz 1 1
H -2.92257 -0.47366 -2.38194
Al -2.56949 0.73813 -1.50756
O -0.10548 3.05219 0.13865
C -0.99713 2.21381 0.28360
C 0.72622 0.55517 -1.40493
O -2.08868 2.18556 -0.35635
O -0.48300 0.94893 0.56761
C -0.18557 0.12031 -0.49413
H 0.80549 0.07161 -2.37940
H 1.59151 1.15441 -1.11169
H -0.58933 -0.89219 -0.42988
*
```

Summary:
DFT total energy = -584.4927 Eh
HOMO-LUMO gap = 7.70 eV
HOMO = -0.53226 hartree

Results of the Löwdin charge analysis, in e, for atoms 1 through 4: number 1, H, carries -0.038; number 2, Al, carries 1.231; number 3, O, carries 0.171; number 4, C, carries -0.607



(3)
# C5H24NO7

A cluster of 8 separate species, C5H24NO7 in total at a distorted geometry (ωB97M-V with the def2-TZVPD basis set, the OMol25 dataset).

Geometry as ORCA input:
```
! RIJCOSX wB97M-V def2-TZVPD def2/J DEFGRID3
* xyz 1 1
C 2.48366 -0.77281 -2.77312
C 1.59057 -1.00558 -1.56411
C 0.21111 -0.51079 -1.71242
C -0.40673 0.02676 -2.74774
C -0.16370 -0.24810 0.68744
N -0.55987 -0.59652 -0.47236
H 2.88662 0.24907 -2.79989
H 3.45358 -1.27349 -2.72368
H 1.96635 -1.01336 -3.69770
H 1.61053 -2.08616 -1.36993
H 2.11326 -0.60645 -0.69135
H -0.05034 0.06409 -3.76708
H -1.37875 0.48349 -2.66934
H -0.89773 -0.42812 1.45886
H 0.52312 0.54872 0.94474
H -1.41224 -1.15805 -0.50072
H -3.71354 -1.78262 -3.49099
H -2.67282 -2.04906 -2.40573
O -2.81737 -1.54928 -3.21445
H 2.41734 0.76807 3.02092
H 3.80431 1.44331 2.75968
O 3.35280 0.74848 3.24520
H 1.05282 4.88491 1.32338
H 1.47409 3.99526 0.12481
O 0.74893 4.21275 0.71108
H 0.89975 -1.95481 3.07207
H 1.29216 -2.56768 1.68485
O 0.54903 -2.33187 2.24522
H -0.32255 1.23467 4.05446
H -0.47982 2.21990 2.71268
O -0.21921 1.38495 3.10276
H -2.52601 2.57154 0.36036
H -1.35169 3.33018 0.81924
O -1.68271 2.41898 0.80669
H -3.39841 -2.43786 0.39487
H -2.65290 -3.56825 -0.28804
O -2.62115 -2.61065 -0.17197
*
```

Summary:
DFT total energy = -786.0560 Eh
HOMO-LUMO gap = 9.80 eV
HOMO = -0.48619 hartree

Results of the Löwdin charge analysis, in e, for atoms 1 through 4: number 1, C, carries -0.091; number 2, C, carries -0.215; number 3, C, carries -0.285; number 4, C, carries 0.114



(4)
# C4H16BInO3

A structure of composition C4H16BInO3 at a distorted geometry (ωB97M-V with the def2-TZVPD basis set, the OMol25 dataset).

Geometry as ORCA input:
```
! RIJCOSX wB97M-V def2-TZVPD def2/J DEFGRID3
* xyz 1 2
In -0.14141 0.12879 -0.42944
B -0.10976 -2.89619 -0.85771
H -0.22658 -2.66872 0.19055
H 0.73635 -2.34784 -1.24196
H 0.08070 -3.94430 -1.02926
H -1.00912 -2.65786 -1.40417
C 3.01690 -2.09544 2.87594
C 1.79565 -1.21311 2.78530
O 1.21767 -1.53806 1.60102
H 3.72841 -1.88899 2.07643
H 2.68752 -3.12981 2.97431
H 3.59829 -1.84873 3.76432
H 2.07319 -0.16040 2.83878
H 1.22203 -1.43461 3.68529
H 1.21652 -2.49638 1.54414
C -2.48134 2.68470 -2.53305
C -1.77433 3.68425 -1.59424
O -0.36796 3.33625 -1.37732
O -2.32293 1.34220 -1.97388
H -2.22146 2.68823 -3.59161
H -3.52523 2.90774 -2.31249
H -2.32873 3.81496 -0.66490
H -1.68921 4.64146 -2.10861
H -0.00695 4.17853 -1.09124
H -3.16820 0.91333 -2.12617
*
```

Summary:
DFT total energy = -602.2104 Eh
HOMO-LUMO gap (alpha / beta) = 9.61 / 5.04 eV
HOMO (alpha / beta) = -0.50197 / -0.50072 hartree

Results of the Löwdin charge analysis, in e, for atoms 1 through 4: number 1, In, carries 1.279; number 2, B, carries -0.243; number 3, H, carries -0.056; number 4, H, carries -0.014



(5)
# C2H2ClFOS

An isolated molecule of C2H2ClFOS at a distorted geometry (ωB97M-V with the def2-TZVPD basis set, the OMol25 dataset).

Geometry as ORCA input:
```
! RIJCOSX wB97M-V def2-TZVPD def2/J DEFGRID3
* xyz 0 1
C 1.00078 0.12937 -0.08827
C -0.56366 -0.36252 0.40219
H -0.29547 1.40626 -0.55009
H -0.49067 -0.60838 1.54868
O 0.71293 1.14166 -0.89677
F -1.38386 0.79362 0.18158
S 2.25850 -0.96622 -0.08279
Cl -1.23856 -1.53379 -0.51453
*
```

Summary:
DFT total energy = -1110.8229 Eh
HOMO-LUMO gap = 8.88 eV
SMILES string = OC(=S)[C@@H](F)Cl
HOMO = -0.33867 hartree

Results of the Löwdin charge analysis, in e, for atoms 1 through 4: number 1, C, carries -0.832; number 2, C, carries -0.777; number 3, H, carries 0.145; number 4, H, carries 0.144



(6)
# C31H50HgN2O8SSb

A structure of composition C31H50HgN2O8SSb at a distorted geometry (ωB97M-V with the def2-TZVPD basis set, the OMol25 dataset).

Geometry as ORCA input:
```
! RIJCOSX wB97M-V def2-TZVPD def2/J DEFGRID3
* xyz -2 2
Hg 0.21143 0.81742 0.56707
C 1.77882 -2.73196 1.91205
C 2.66996 -1.71482 1.66437
C 2.62922 -1.46846 0.21669
C 1.69046 -2.37681 -0.30765
C 1.15031 -3.14543 0.70358
C 0.07853 -4.19402 0.59628
C 0.67286 -5.57453 0.91622
C -0.53554 -4.22618 -0.80495
C -1.02993 -3.85536 1.60063
C 3.55192 -0.74996 -0.75498
C 2.82390 -0.48710 -2.08762
C 4.72696 -1.71110 -1.04124
C 4.10344 0.61314 -0.32689
C 3.46144 -1.05178 2.77902
C 4.97455 -1.25155 2.59994
C 3.11612 0.43851 2.90739
C 3.11816 -1.66481 4.14952
H 1.55303 -3.15610 2.87342
H 1.43390 -2.46141 -1.34307
H 1.46221 -5.80400 0.20354
H -0.09063 -6.35022 0.85214
H 1.10141 -5.59117 1.91545
H 0.19160 -4.56616 -1.54045
H -0.87653 -3.23118 -1.07695
H -1.38893 -4.90672 -0.83080
H -0.64315 -3.88110 2.61622
H -1.85799 -4.56073 1.52003
H -1.39843 -2.85450 1.39317
H 2.65815 -1.40185 -2.65297
H 3.42186 0.17910 -2.71019
H 1.86191 -0.01029 -1.89985
H 4.34702 -2.67355 -1.37955
H 5.32169 -1.88294 -0.14754
H 5.37121 -1.29789 -1.81737
H 3.29185 1.32942 -0.20643
H 4.77063 0.98982 -1.10490
H 4.67270 0.57209 0.59319
H 5.33124 -0.85753 1.65595
H 5.21218 -2.31507 2.63646
H 5.51609 -0.74459 3.40057
H 3.13458 0.95533 1.95760
H 3.80873 0.93260 3.59049
H 2.10748 0.53358 3.30757
H 3.36377 -2.72360 4.19879
H 2.06155 -1.53629 4.36236
H 3.68447 -1.14999 4.92689
O 2.02620 5.53432 0.02337
C 1.38040 4.54418 0.36918
O 1.75556 3.38070 0.56734
C -0.13775 4.80687 0.63927
C -0.52732 5.70927 1.57217
C -1.90236 5.90983 1.87409
C -2.85884 5.08501 1.29153
C -2.48278 4.13060 0.37046
C -1.10997 4.06702 -0.13808
O -0.84620 3.51576 -1.21062
N -3.44488 3.25408 -0.13109
O -3.12396 2.09160 -0.41167
O -4.61091 3.64578 -0.26828
N -2.30445 6.85784 2.80993
O -1.45621 7.52012 3.41192
O -3.51427 7.01618 3.01228
H 0.20802 6.29282 2.10565
H -3.89001 5.15364 1.60884
C 0.44894 2.34140 -3.57728
Sb -1.20424 1.30841 -2.63169
C -2.73797 2.47804 -3.67664
C -1.04904 -0.16569 -4.28286
H 0.09728 2.89482 -4.44185
H 1.19626 1.62111 -3.89145
H 0.88898 3.02635 -2.86938
H -2.74870 2.26482 -4.74134
H -2.51089 3.52436 -3.51451
H -3.71829 2.27430 -3.26121
H -0.94242 0.35211 -5.23366
H -1.88610 -0.85169 -4.34577
H -0.15370 -0.75263 -4.10309
C -4.63000 -1.31810 -2.95178
C -4.63530 -0.72031 -1.55864
S -3.35823 -1.62477 -0.56797
O -2.08078 -1.26476 -1.19088
C -3.52488 -0.62687 0.97931
C -4.59953 -1.21561 1.87204
H -5.32318 -0.80740 -3.61815
H -4.87764 -2.38002 -2.92211
H -3.62929 -1.20841 -3.36354
H -5.59488 -0.82890 -1.05504
H -4.32072 0.31972 -1.56731
H -3.72533 0.40127 0.68948
H -2.53955 -0.66598 1.44782
H -5.57589 -1.16230 1.39788
H -4.65901 -0.66833 2.80902
H -4.38240 -2.26080 2.09111
*
```

Summary:
DFT total energy = -2714.3371 Eh
HOMO-LUMO gap (alpha / beta) = 5.78 / 5.08 eV
HOMO (alpha / beta) = -0.07327 / -0.07395 hartree

Results of the Löwdin charge analysis, in e, for atoms 1 through 4: number 1, Hg, carries 0.680; number 2, C, carries -0.010; number 3, C, carries -0.121; number 4, C, carries -0.127



(7)
# C2H8S3

A cluster of 2 separate species, C2H8S3 in total at a distorted geometry (ωB97M-V with the def2-TZVPD basis set, the OMol25 dataset).

Geometry as ORCA input:
```
! RIJCOSX wB97M-V def2-TZVPD def2/J DEFGRID3
* xyz -1 2
S 3.15030 -1.05209 -0.02963
S 1.51336 -2.29055 0.37475
H 2.79258 -0.87336 -1.30220
H 1.04505 -1.30995 1.14262
C -1.99230 -0.25001 -0.02692
S -0.84257 0.52751 1.19895
C 0.13987 1.49167 0.04895
H -1.47736 -0.75491 -0.87265
H -2.64529 0.49446 -0.48996
H -2.62735 -0.98072 0.47353
H 0.64747 2.28161 0.63656
H 0.83280 0.80859 -0.44087
H -0.53656 1.90774 -0.71313
*
```

Summary:
DFT total energy = -1275.5194 Eh
HOMO-LUMO gap (alpha / beta) = 2.82 / 7.23 eV
HOMO (alpha / beta) = 0.01185 / -0.15262 hartree

Results of the Löwdin charge analysis, in e, for atoms 1 through 4: number 1, S, carries -0.167; number 2, S, carries -0.132; number 3, H, carries -0.278; number 4, H, carries -0.328



(8)
# C10H8ClNO

A cluster of 2 separate species, C10H8ClNO in total at a distorted geometry (ωB97M-V with the def2-TZVPD basis set, the OMol25 dataset).

Geometry as ORCA input:
```
! RIJCOSX wB97M-V def2-TZVPD def2/J DEFGRID3
* xyz 0 1
C -2.86937 -0.97255 -0.39158
C -3.02337 0.23303 0.25227
C -1.62174 -1.17447 -1.01690
C -1.96595 1.12660 0.34386
C -0.53290 -0.30015 -0.92816
C -0.70644 0.93581 -0.32487
C 0.41238 1.75943 -0.06074
C 2.30134 -0.78118 0.57280
C 1.49118 -1.24555 1.48494
C 3.15680 -0.45446 -0.33314
N 1.27111 2.53695 -0.22716
O 2.17177 3.33034 -0.14526
Cl 4.71787 -1.30059 -0.24017
H -3.75612 -1.57000 -0.37241
H -3.94156 0.40959 0.68385
H -1.19611 -2.02231 -1.66660
H -2.09670 2.17501 0.88840
H 0.46925 -0.49142 -1.50977
H 1.00579 -2.21739 1.63177
H 1.48712 -0.42434 2.24168
H 3.22565 0.44762 -0.88280
*
```

Summary:
DFT total energy = -975.8214 Eh
HOMO-LUMO gap = 9.06 eV
SMILES string = [O-][N+]#Cc1ccccc1.C=C=CCl
HOMO = -0.33245 hartree

Results of the Löwdin charge analysis, in e, for atoms 1 through 4: number 1, C, carries -0.066; number 2, C, carries -0.103; number 3, C, carries -0.075; number 4, C, carries -0.021